1.
Formula: C35H35AsN4OPtS
Source: the OMol25 dataset
Level of theory: ωB97M-V/def2-TZVPD

- HOMO-LUMO gap (eV) = 6.90
- molar mass (g mol⁻¹) = 829.8
- lowest unoccupied orbital energy (eV) = 0.34
- energy relative to the best compared isomer or geometry (same formula, charge and spin) (kcal per mole) = 23.4
- HOMO level (eV) = -6.6

```
! RIJCOSX wB97M-V def2-TZVPD def2/J DEFGRID3
* xyz 0 1
Pt -0.4715 0.3967 0.7191
C -3.2569 -0.6661 1.2988
N -1.8792 -1.1810 1.1376
C -1.8757 -2.2236 0.1013
C -1.3471 -1.6401 2.4248
C -1.3619 -2.9626 2.8204
C -0.7803 -3.3158 4.0351
C -0.1865 -2.3467 4.8232
C -0.1709 -1.0146 4.4256
C -0.7690 -0.6344 3.2300
N -0.7642 0.6631 2.6824
C -1.4149 1.7140 3.2992
C -1.9229 1.6101 4.6163
C -2.5511 2.6641 5.2507
C -2.7221 3.8806 4.6104
C -2.2749 3.9904 3.3050
C -1.6527 2.9436 2.6368
N -1.2769 3.1135 1.2563
C -0.2835 4.1530 1.0445
C -2.4261 3.2898 0.3839
H -3.9270 -1.4807 1.5928
H -3.2707 0.1093 2.0614
H -3.5844 -0.2498 0.3465
H -2.6493 -2.9710 0.3014
H -2.0651 -1.7538 -0.8623
H -0.9031 -2.7116 0.0759
H -1.8066 -3.7253 2.1952
H -0.7780 -4.3517 4.3477
H 0.2920 -2.6294 5.7523
H 0.3304 -0.2645 5.0216
H -1.8200 0.6806 5.1492
H -2.9115 2.5259 6.2634
H -3.2035 4.7133 5.1058
H -2.4232 4.9211 2.7687
H -0.6816 5.1635 1.2243
H 0.5695 3.9848 1.6996
H 0.0728 4.1083 0.0120
H -2.9007 4.2774 0.4970
H -2.1110 3.1761 -0.6566
H -3.1737 2.5262 0.6018
S 1.4545 1.6563 0.3106
C 2.4825 1.0234 1.4881
N 3.2147 0.6059 2.2796
O -0.3570 -0.1151 -1.2887
As 1.0171 -0.5203 -2.1540
C 0.4217 -1.8052 -3.4514
C -0.1737 -1.3784 -4.6330
C -0.7270 -2.3081 -5.5011
C -0.6920 -3.6592 -5.1857
C -0.0964 -4.0860 -4.0065
C 0.4595 -3.1598 -3.1370
C 1.5857 0.9912 -3.1894
C 0.9712 2.2117 -2.9382
C 1.3274 3.3257 -3.6830
C 2.2945 3.2195 -4.6719
C 2.8929 1.9952 -4.9352
C 2.5331 0.8757 -4.2005
C 2.4040 -1.4175 -1.1838
C 3.5913 -1.7290 -1.8394
C 4.5799 -2.4282 -1.1669
C 4.3798 -2.8229 0.1498
C 3.1926 -2.5191 0.7953
C 2.1989 -1.8154 0.1297
H -0.2025 -0.3239 -4.8808
H -1.1869 -1.9768 -6.4229
H -1.1294 -4.3827 -5.8615
H -0.0622 -5.1404 -3.7650
H 0.9356 -3.4940 -2.2220
H 0.2169 2.2826 -2.1651
H 0.8512 4.2774 -3.4872
H 2.5808 4.0927 -5.2437
H 3.6361 1.9096 -5.7170
H 2.9800 -0.0816 -4.4396
H 3.7586 -1.4345 -2.8679
H 5.5088 -2.6615 -1.6705
H 5.1605 -3.3553 0.6770
H 3.0408 -2.7998 1.8291
H 1.2898 -1.5349 0.6505
*
```

2.
Formula: C13H21Cl2OPSSr
Source: the OMol25 dataset
Level of theory: ωB97M-V/def2-TZVPD

- HOMO-LUMO gap (eV) = 5.80
- molar mass (g mol⁻¹) = 414.9
- lowest unoccupied orbital energy (eV) = -0.62
- energy relative to the best compared isomer or geometry (same formula, charge and spin) (kcal per mole) = 47.0
- HOMO level (eV) = -6.4

```
! RIJCOSX wB97M-V def2-TZVPD def2/J DEFGRID3
* xyz 0 1
Sr -0.0566 -0.4983 -1.2965
Cl 0.3282 -0.1205 1.9976
C 0.1672 1.5804 2.3650
C 0.2137 1.9099 3.7085
C 0.0955 3.2330 4.0948
C -0.0739 4.2055 3.1247
C -0.1247 3.8490 1.7889
Cl -0.3498 5.1380 0.6442
C -0.0065 2.5198 1.3387
S -0.0765 2.1384 -0.3548
H 0.3441 1.1240 4.4392
H 0.1379 3.5035 5.1409
H -0.1688 5.2493 3.3894
C 4.5831 -1.5773 0.2848
C 3.0508 -1.5633 0.2713
C 2.5403 -2.9870 0.0368
C 2.4605 -0.5915 -0.7638
H 4.9925 -2.2402 1.0545
H 4.9706 -0.5724 0.4600
H 4.9652 -1.9130 -0.6845
H 2.7322 -1.2566 1.2715
H 2.7875 -3.3085 -0.9810
H 1.4485 -3.0458 0.1450
H 2.9682 -3.7169 0.7301
H 3.0815 -0.7148 -1.6714
H 2.5837 0.4433 -0.4199
C -2.3807 -2.1979 -2.6383
P -2.9787 -0.8160 -1.5661
C -2.3509 0.6865 -2.5145
C -4.7624 -0.7471 -1.5912
O -2.3692 -0.9505 -0.2129
H -2.8174 -2.1414 -3.6382
H -2.5989 -3.1708 -2.1995
H -1.2955 -2.1967 -2.8310
H -3.1361 1.0514 -3.1772
H -1.5339 0.3829 -3.1868
H -2.0094 1.4773 -1.8327
H -5.1527 -0.7578 -2.6080
H -5.0530 0.1803 -1.0961
H -5.1556 -1.5882 -1.0215
*
```

3.
Formula: C21H22F4N2O2
Source: the OMol25 dataset
Level of theory: ωB97M-V/def2-TZVPD

- HOMO-LUMO gap (eV) = 8.49
- molar mass (g mol⁻¹) = 410.4
- lowest unoccupied orbital energy (eV) = 0.67
- energy relative to the best compared isomer or geometry (same formula, charge and spin) (kcal per mole) = 2.0
- structure (SMILES) = O=C(c1cccc(COCC(F)(F)C(F)F)c1)N1CCN(c2ccccc2)CC1
- HOMO level (eV) = -7.8

```
! RIJCOSX wB97M-V def2-TZVPD def2/J DEFGRID3
* xyz 0 1
O -0.5179 -0.9103 1.9723
C -0.3801 -0.7643 0.7731
N -0.7132 -1.7279 -0.1237
C -0.8049 -1.5182 -1.5476
H -0.0745 -0.7788 -1.8717
C -2.2430 -1.0528 -1.9053
N -3.1640 -1.4077 -0.8457
C -3.6221 -0.4155 0.0191
C -4.0284 0.8169 -0.5052
C -4.5105 1.8163 0.3161
C -4.6199 1.6144 1.6816
C -4.2531 0.3886 2.2077
C -3.7631 -0.6152 1.3938
H -3.4711 -1.5455 1.8514
H -4.3344 0.2100 3.2696
H -4.9917 2.3984 2.3235
H -4.8104 2.7593 -0.1184
H -3.9850 0.9920 -1.5699
C -2.9082 -2.7442 -0.3602
H -2.9434 -3.4062 -1.2322
C -1.5198 -2.8457 0.3209
H -1.5879 -2.7763 1.4076
H -1.0242 -3.7852 0.0559
H -3.7047 -3.0455 0.3194
H -2.5651 -1.5245 -2.8416
H -2.2463 0.0272 -2.0416
H -0.5750 -2.4710 -2.0345
C 0.1979 0.4953 0.2066
C -0.5342 1.6711 0.3123
C 0.0058 2.8597 -0.1470
C 1.2800 2.8847 -0.6865
C 2.0221 1.7146 -0.7859
C 1.4724 0.5187 -0.3445
H 2.0470 -0.3933 -0.4176
C 3.4098 1.7349 -1.3804
H 3.8517 2.7360 -1.2673
H 3.3624 1.4954 -2.4477
O 4.2790 0.7581 -0.8444
C 4.6073 0.9723 0.4986
C 5.6274 -0.0845 0.9158
F 6.8690 0.2193 0.4682
F 5.7344 -0.1011 2.2723
C 5.2944 -1.5230 0.4547
F 5.5491 -1.6847 -0.8516
F 3.9870 -1.7834 0.6438
H 5.8869 -2.2555 1.0259
H 5.0609 1.9639 0.6507
H 3.7322 0.8753 1.1588
H 1.7039 3.8169 -1.0313
H -0.5651 3.7728 -0.0716
H -1.5193 1.6480 0.7536
*
```

molar mass of number 2 (C13H21Cl2OPSSr)? 414.9 g mol⁻¹

Please write out number 3 again, unchanged.
Formula: C21H22F4N2O2
Source: the OMol25 dataset
Level of theory: ωB97M-V/def2-TZVPD

- HOMO-LUMO gap (eV) = 8.49
- molar mass (g mol⁻¹) = 410.4
- lowest unoccupied orbital energy (eV) = 0.67
- energy relative to the best compared isomer or geometry (same formula, charge and spin) (kcal per mole) = 2.0
- structure (SMILES) = O=C(c1cccc(COCC(F)(F)C(F)F)c1)N1CCN(c2ccccc2)CC1
- HOMO level (eV) = -7.8

```
! RIJCOSX wB97M-V def2-TZVPD def2/J DEFGRID3
* xyz 0 1
O -0.5179 -0.9103 1.9723
C -0.3801 -0.7643 0.7731
N -0.7132 -1.7279 -0.1237
C -0.8049 -1.5182 -1.5476
H -0.0745 -0.7788 -1.8717
C -2.2430 -1.0528 -1.9053
N -3.1640 -1.4077 -0.8457
C -3.6221 -0.4155 0.0191
C -4.0284 0.8169 -0.5052
C -4.5105 1.8163 0.3161
C -4.6199 1.6144 1.6816
C -4.2531 0.3886 2.2077
C -3.7631 -0.6152 1.3938
H -3.4711 -1.5455 1.8514
H -4.3344 0.2100 3.2696
H -4.9917 2.3984 2.3235
H -4.8104 2.7593 -0.1184
H -3.9850 0.9920 -1.5699
C -2.9082 -2.7442 -0.3602
H -2.9434 -3.4062 -1.2322
C -1.5198 -2.8457 0.3209
H -1.5879 -2.7763 1.4076
H -1.0242 -3.7852 0.0559
H -3.7047 -3.0455 0.3194
H -2.5651 -1.5245 -2.8416
H -2.2463 0.0272 -2.0416
H -0.5750 -2.4710 -2.0345
C 0.1979 0.4953 0.2066
C -0.5342 1.6711 0.3123
C 0.0058 2.8597 -0.1470
C 1.2800 2.8847 -0.6865
C 2.0221 1.7146 -0.7859
C 1.4724 0.5187 -0.3445
H 2.0470 -0.3933 -0.4176
C 3.4098 1.7349 -1.3804
H 3.8517 2.7360 -1.2673
H 3.3624 1.4954 -2.4477
O 4.2790 0.7581 -0.8444
C 4.6073 0.9723 0.4986
C 5.6274 -0.0845 0.9158
F 6.8690 0.2193 0.4682
F 5.7344 -0.1011 2.2723
C 5.2944 -1.5230 0.4547
F 5.5491 -1.6847 -0.8516
F 3.9870 -1.7834 0.6438
H 5.8869 -2.2555 1.0259
H 5.0609 1.9639 0.6507
H 3.7322 0.8753 1.1588
H 1.7039 3.8169 -1.0313
H -0.5651 3.7728 -0.0716
H -1.5193 1.6480 0.7536
*
```